{
  "formula": "C33H27CrFNO2S3SeTe",
  "method": "ωB97M-V with the def2-TZVPD basis set",
  "spin_multiplicity": 4,
  "largest_force_ha_per_bohr": 0.030,
  "e_above_lowest_kcal_mol": 1.9,
  "charge": -2,
  "symbols": ["Cr", "Se", "C", "C", "C", "N", "C", "C", "H", "H", "H", "H", "Te", "C", "C", "C", "C", "C", "C", "H", "H", "H", "H", "H", "C", "C", "O", "H", "H", "H", "O", "C", "C", "C", "C", "C", "S", "C", "C", "C", "C", "S", "C", "C", "C", "C", "S", "H", "H", "H", "H", "H", "H", "H", "H", "H", "F", "C", "C", "C", "C", "C", "C", "C", "H", "H", "H", "H", "H", "H"],
  "coordinates": [[0.147, 0.435, 0.365], [2.126, 1.680, -0.325], [3.936, 1.258, 0.074], [4.893, 2.275, 0.006], [6.216, 1.976, 0.266], [6.667, 0.758, 0.574], [5.746, -0.206, 0.638], [4.393, -0.012, 0.413], [4.583, 3.280, -0.250], [6.974, 2.755, 0.226], [6.117, -1.199, 0.878], [3.704, -0.833, 0.496], [-1.426, 2.524, -0.249], [-0.792, 4.570, -0.266], [-1.748, 5.580, -0.137], [-1.390, 6.920, -0.127], [-0.056, 7.290, -0.243], [0.907, 6.298, -0.378], [0.543, 4.958, -0.392], [-2.790, 5.294, -0.042], [-2.154, 7.685, -0.025], [0.227, 8.336, -0.223], [1.953, 6.572, -0.475], [1.307, 4.198, -0.497], [-0.985, 0.914, 3.216], [0.228, 0.646, 2.332], [1.319, 0.492, 2.841], [-0.738, 1.679, 3.957], [-1.238, -0.015, 3.735], [-1.835, 1.228, 2.614], [-1.781, -0.194, 0.266], [-2.529, -1.266, -0.150], [-2.336, -2.444, 0.816], [-2.576, -2.333, 2.154], [-2.311, -3.522, 2.878], [-1.879, -4.532, 2.076], [-1.778, -4.033, 0.437], [-2.289, -1.554, -1.644], [-1.814, -0.643, -2.539], [-1.823, -1.106, -3.881], [-2.324, -2.362, -4.000], [-2.796, -2.994, -2.468], [-4.027, -0.916, -0.102], [-5.081, -1.776, 0.019], [-6.339, -1.130, -0.100], [-6.212, 0.209, -0.308], [-4.562, 0.699, -0.350], [-2.928, -1.408, 2.588], [-2.438, -3.622, 3.948], [-1.588, -5.533, 2.353], [-1.454, 0.332, -2.233], [-1.457, -0.524, -4.715], [-2.454, -2.967, -4.884], [-4.960, -2.839, 0.176], [-7.289, -1.643, -0.025], [-6.993, 0.946, -0.416], [5.243, -4.343, -1.845], [4.160, -3.679, -1.329], [3.886, -3.788, 0.017], [2.781, -3.125, 0.533], [1.941, -2.342, -0.276], [0.758, -1.665, 0.251], [2.268, -2.269, -1.642], [3.367, -2.923, -2.169], [4.522, -4.395, 0.650], [2.556, -3.198, 1.591], [0.510, -2.036, 1.248], [-0.061, -1.890, -0.425], [1.639, -1.665, -2.286], [3.615, -2.858, -3.222]],
  "atomic_forces_ev_per_a": [[-0.25, -1.44, -0.46], [0.56, 0.68, -0.52], [-0.27, -0.18, 0.10], [-0.05, -0.09, -0.03], [0.05, 0.02, -0.01], [0.12, -0.04, 0.02], [-0.01, 0.03, 0.00], [0.15, 0.09, 0.05], [0.06, 0.03, 0.02], [-0.06, 0.04, -0.02], [-0.04, 0.00, 0.02], [-0.05, -0.08, 0.01], [-0.36, 0.97, -0.11], [0.20, -0.16, 0.00], [-0.11, -0.16, -0.01], [0.03, 0.10, -0.01], [0.00, 0.03, 0.01], [-0.07, 0.08, 0.01], [0.11, -0.03, -0.04], [0.00, 0.06, 0.02], [-0.02, -0.03, 0.01], [0.00, 0.00, -0.02], [0.01, -0.03, 0.01], [-0.02, 0.04, 0.02], [-0.16, 0.03, -0.13], [0.31, -0.13, 0.60], [-0.08, 0.02, 0.26], [0.04, -0.02, 0.00], [0.07, -0.01, 0.02], [-0.03, 0.01, 0.04], [-0.14, -0.01, -0.09], [0.07, 0.32, 0.02], [0.05, -0.26, -0.15], [0.01, 0.07, -0.10], [-0.03, -0.03, 0.08], [0.09, -0.06, -0.24], [-0.13, 0.15, 0.22], [0.08, -0.27, -0.05], [0.22, -0.03, 0.27], [0.03, -0.05, -0.10], [-0.19, -0.18, 0.17], [0.11, 0.23, -0.09], [-0.12, -0.04, 0.13], [0.06, 0.07, -0.02], [-0.13, -0.04, -0.01], [0.21, 0.15, -0.02], [-0.14, -0.25, 0.06], [0.02, 0.00, 0.01], [0.03, 0.02, 0.00], [-0.01, 0.02, 0.02], [-0.06, 0.00, -0.01], [-0.02, 0.00, 0.00], [0.07, 0.05, -0.03], [0.04, -0.01, 0.03], [-0.01, 0.02, 0.00], [-0.01, -0.03, 0.02], [0.00, 0.00, -0.02], [-0.02, 0.03, 0.08], [0.09, -0.09, -0.01], [-0.14, 0.15, -0.14], [0.26, -0.07, -0.04], [-0.18, 0.47, 0.16], [-0.02, 0.04, 0.19], [0.06, -0.08, -0.06], [0.03, 0.02, -0.02], [0.00, -0.02, 0.01], [-0.11, -0.05, -0.01], [-0.21, -0.10, -0.09], [0.02, 0.01, -0.03], [0.00, 0.02, 0.01]]
}


{
  "formula": "C33H27CuN4O2Sb",
  "method": "ωB97M-V with the def2-TZVPD basis set",
  "spin_multiplicity": 2,
  "largest_force_ha_per_bohr": 0.023,
  "e_above_lowest_kcal_mol": 0.0,
  "charge": -2,
  "symbols": ["Cu", "C", "C", "C", "C", "C", "C", "N", "Sb", "C", "C", "C", "C", "C", "C", "N", "C", "C", "C", "C", "C", "C", "N", "H", "H", "H", "H", "H", "H", "H", "H", "H", "H", "H", "H", "H", "H", "H", "H", "H", "H", "O", "C", "N", "C", "O", "C", "C", "C", "C", "C", "C", "H", "H", "H", "H", "C", "C", "C", "C", "C", "C", "C", "H", "H", "H", "H", "H"],
  "coordinates": [[-0.823, 0.490, -0.170], [-0.066, -3.492, 0.036], [0.745, -2.934, -1.105], [1.953, -3.496, -1.499], [2.672, -2.890, -2.521], [2.192, -1.723, -3.087], [0.980, -1.206, -2.617], [0.255, -1.836, -1.696], [0.260, 0.648, -3.458], [0.312, 2.404, -2.217], [1.052, 3.487, -2.710], [1.147, 4.629, -1.949], [0.537, 4.650, -0.701], [-0.180, 3.540, -0.273], [-0.787, 3.505, 1.100], [-0.333, 2.454, -1.058], [-1.801, 0.156, -2.987], [-2.738, 0.093, -4.026], [-4.027, -0.315, -3.754], [-4.326, -0.699, -2.468], [-3.348, -0.630, -1.470], [-3.649, -1.056, -0.071], [-2.117, -0.160, -1.719], [-0.160, -4.581, -0.024], [0.415, -3.236, 0.986], [-1.054, -3.030, 0.040], [2.325, -4.387, -1.006], [3.612, -3.314, -2.852], [2.756, -1.185, -3.837], [1.566, 3.398, -3.658], [1.705, 5.487, -2.306], [0.614, 5.517, -0.055], [-1.217, 4.476, 1.362], [-1.534, 2.718, 1.169], [-0.011, 3.259, 1.830], [-2.437, 0.356, -5.032], [-4.780, -0.347, -4.532], [-5.315, -1.055, -2.213], [-4.690, -1.366, 0.038], [-2.988, -1.869, 0.240], [-3.434, -0.237, 0.615], [2.326, 0.792, -2.188], [2.344, 0.531, -0.885], [1.226, 0.224, -0.153], [1.586, -0.043, 1.135], [0.609, -0.295, 2.104], [2.941, 0.080, 1.319], [3.849, -0.028, 2.420], [5.182, 0.236, 2.217], [5.687, 0.624, 0.926], [4.829, 0.731, -0.154], [3.462, 0.457, -0.001], [3.485, -0.310, 3.403], [5.874, 0.147, 3.049], [6.744, 0.844, 0.808], [5.206, 1.040, -1.127], [-0.708, 0.016, 1.813], [-1.514, -0.442, 2.886], [-2.820, 0.104, 3.116], [-3.671, -0.402, 4.079], [-3.288, -1.474, 4.905], [-1.989, -1.990, 4.743], [-1.124, -1.491, 3.788], [-3.125, 0.962, 2.520], [-4.652, 0.048, 4.209], [-3.957, -1.866, 5.659], [-1.654, -2.800, 5.385], [-0.134, -1.916, 3.678]],
  "atomic_forces_ev_per_a": [[-0.13, -0.13, 0.42], [0.10, 0.05, -0.01], [0.02, 0.08, -0.10], [-0.18, -0.04, 0.16], [-0.07, 0.24, -0.12], [-0.03, -0.20, 0.04], [-0.78, -0.88, -0.24], [0.17, -0.35, -0.23], [1.10, -0.17, 0.18], [-0.31, 0.21, -0.39], [-0.08, -0.16, 0.09], [0.01, 0.02, 0.07], [-0.11, -0.06, 0.06], [-0.04, 0.08, -0.09], [0.03, 0.07, -0.06], [-0.02, 0.36, 0.46], [-0.06, 0.09, -0.33], [0.30, 0.00, 0.24], [-0.02, 0.03, -0.22], [0.04, -0.17, 0.49], [-0.26, 0.03, -0.13], [0.03, 0.05, 0.10], [-0.41, 0.17, -0.13], [0.00, 0.05, 0.02], [-0.06, -0.01, -0.05], [0.08, -0.06, -0.02], [0.00, 0.02, 0.01], [0.07, 0.00, -0.01], [-0.02, -0.02, 0.04], [-0.03, -0.02, -0.02], [0.03, 0.02, 0.01], [0.02, -0.01, 0.02], [0.02, -0.02, 0.01], [-0.02, -0.01, -0.02], [-0.04, -0.03, 0.00], [0.04, 0.05, 0.00], [-0.03, -0.02, -0.02], [-0.04, -0.03, 0.06], [0.03, -0.02, -0.01], [-0.04, 0.07, -0.05], [-0.01, -0.03, 0.04], [0.31, 0.54, 0.50], [-0.14, -0.13, 0.48], [0.43, 0.21, -0.09], [-0.76, 0.15, -0.23], [0.46, -0.09, -0.49], [0.50, 0.04, 0.20], [0.05, 0.11, -0.40], [-0.15, -0.02, -0.21], [-0.27, -0.04, 0.00], [0.18, -0.08, 0.24], [-0.13, 0.07, -0.11], [0.01, 0.01, -0.02], [0.01, 0.03, 0.01], [-0.02, -0.02, 0.01], [-0.03, -0.04, 0.04], [0.46, 0.08, -0.10], [-0.38, -0.11, 0.14], [0.01, -0.17, -0.03], [0.18, -0.04, -0.02], [0.22, 0.12, -0.18], [-0.07, 0.21, -0.12], [-0.13, 0.08, 0.10], [-0.01, -0.11, -0.01], [-0.01, 0.02, 0.00], [-0.03, -0.02, 0.03], [0.00, -0.02, -0.01], [-0.03, 0.02, 0.01]]
}


{
  "formula": "C33H27F10N5O4STi",
  "method": "ωB97M-V with the def2-TZVPD basis set",
  "spin_multiplicity": 3,
  "largest_force_ha_per_bohr": 0.036,
  "e_above_lowest_kcal_mol": 29.4,
  "charge": -2,
  "symbols": ["Ti", "N", "C", "C", "O", "N", "C", "C", "O", "O", "H", "H", "H", "H", "H", "H", "C", "N", "C", "C", "N", "C", "C", "F", "C", "F", "C", "F", "C", "F", "C", "F", "C", "C", "N", "C", "C", "F", "C", "F", "C", "F", "C", "F", "C", "F", "H", "H", "H", "H", "H", "H", "H", "H", "H", "H", "H", "O", "S", "C", "C", "C", "C", "C", "C", "C", "C", "C", "C", "C", "C", "H", "H", "H", "H", "H", "H", "H", "H", "H", "H"],
  "coordinates": [[0.438, -0.888, 0.213], [3.440, 1.901, 1.047], [3.702, 0.534, 1.551], [2.634, 0.129, 2.567], [2.909, 0.250, 3.787], [1.486, -0.263, 2.027], [0.366, -0.402, 2.958], [-0.861, 0.339, 2.384], [-1.724, 0.841, 3.105], [-0.896, 0.369, 1.070], [4.299, 2.434, 1.005], [2.833, 2.390, 1.693], [4.658, 0.481, 2.077], [3.708, -0.171, 0.719], [0.604, -0.001, 3.941], [0.084, -1.454, 3.103], [0.004, 1.901, -1.250], [0.531, 0.560, -1.517], [-0.226, -0.049, -2.644], [-0.337, -1.568, -2.583], [-0.686, -1.956, -1.222], [-1.416, -3.068, -0.998], [-1.737, -4.114, -1.899], [-1.219, -4.141, -3.156], [-2.540, -5.188, -1.560], [-2.802, -6.137, -2.483], [-3.054, -5.324, -0.290], [-3.841, -6.379, 0.038], [-2.731, -4.357, 0.650], [-3.202, -4.468, 1.902], [-1.938, -3.287, 0.307], [-1.660, -2.404, 1.288], [1.976, 0.711, -1.798], [2.725, -0.623, -1.863], [2.229, -1.478, -0.807], [2.851, -2.598, -0.424], [4.055, -3.179, -0.907], [4.728, -2.613, -1.944], [4.594, -4.337, -0.385], [5.749, -4.812, -0.898], [3.985, -5.028, 0.645], [4.532, -6.159, 1.158], [2.789, -4.525, 1.141], [2.151, -5.176, 2.123], [2.266, -3.372, 0.615], [1.063, -2.969, 1.103], [0.156, 2.557, -2.124], [0.513, 2.321, -0.385], [-1.057, 1.832, -1.027], [0.213, 0.284, -3.598], [-1.234, 0.366, -2.591], [0.595, -2.040, -2.918], [-1.112, -1.869, -3.295], [2.394, 1.307, -0.988], [2.122, 1.246, -2.754], [3.792, -0.393, -1.761], [2.598, -1.091, -2.851], [-4.403, -1.030, -0.993], [-3.603, 0.223, -0.886], [-4.407, 1.251, 0.326], [-3.674, 2.219, 0.987], [-4.316, 3.012, 1.932], [-5.657, 2.806, 2.217], [-6.369, 1.801, 1.568], [-5.744, 1.011, 0.617], [-3.963, 1.178, -2.361], [-4.433, 0.458, -3.449], [-4.638, 1.124, -4.654], [-4.366, 2.479, -4.758], [-3.860, 3.177, -3.668], [-3.649, 2.524, -2.461], [-2.609, 2.314, 0.808], [-3.753, 3.765, 2.466], [-6.151, 3.415, 2.965], [-7.412, 1.629, 1.805], [-6.260, 0.212, 0.098], [-4.654, -0.595, -3.338], [-5.020, 0.572, -5.504], [-4.530, 2.998, -5.696], [-3.634, 4.232, -3.750], [-3.275, 3.080, -1.610]],
  "atomic_forces_ev_per_a": [[0.52, 0.27, -0.30], [0.02, 0.09, -0.10], [0.11, -0.12, 0.17], [-0.31, -0.22, 0.11], [0.01, 0.14, -0.23], [0.17, 0.17, 0.54], [-0.01, 0.39, 0.08], [-0.22, 0.06, -0.92], [0.26, -0.11, 0.04], [-0.65, 0.63, 1.61], [0.05, -0.01, 0.02], [-0.05, -0.05, 0.09], [0.02, 0.01, -0.04], [-0.04, 0.04, -0.06], [-0.03, 0.04, 0.08], [-0.02, 0.00, -0.03], [0.04, -0.11, -0.10], [0.09, 0.21, -0.61], [0.21, 0.28, 0.22], [-0.12, -0.32, 0.22], [-0.67, -0.61, -0.49], [0.35, 0.51, -0.23], [-0.13, -0.07, 0.13], [0.03, 0.05, -0.05], [0.05, 0.05, 0.02], [-0.01, 0.00, -0.01], [-0.12, -0.15, 0.05], [0.03, 0.05, -0.02], [0.16, 0.13, -0.13], [-0.04, -0.04, 0.00], [-0.14, -0.28, 0.16], [-0.06, -0.03, -0.21], [-0.12, -0.45, -0.10], [-0.08, -0.19, 0.06], [0.60, -0.51, 0.21], [0.06, 0.52, -0.43], [-0.12, -0.05, 0.11], [0.01, 0.05, -0.03], [0.06, -0.07, -0.02], [0.02, -0.02, 0.01], [-0.03, -0.10, 0.07], [0.01, 0.09, -0.05], [0.16, 0.09, -0.21], [-0.02, -0.03, 0.02], [-0.09, -0.11, 0.18], [0.00, -0.23, 0.09], [-0.03, 0.05, 0.02], [0.01, 0.00, 0.02], [-0.02, -0.01, 0.07], [-0.03, -0.08, -0.04], [-0.04, -0.05, 0.00], [0.03, 0.02, 0.03], [0.01, 0.14, -0.13], [0.01, 0.01, 0.04], [-0.03, 0.08, 0.04], [0.04, 0.02, -0.04], [0.01, 0.06, -0.04], [-0.07, 0.16, -0.19], [0.60, -0.66, 0.43], [-0.30, 0.09, -0.10], [0.06, 0.04, 0.08], [0.00, 0.00, -0.01], [-0.01, 0.01, -0.01], [-0.04, -0.06, -0.05], [0.08, 0.18, 0.01], [-0.12, -0.15, 0.05], [-0.11, 0.29, -0.21], [-0.04, -0.11, 0.14], [0.08, 0.08, -0.14], [0.00, -0.10, 0.12], [-0.14, 0.21, -0.22], [-0.01, -0.09, 0.06], [0.01, -0.04, 0.02], [0.02, -0.01, -0.01], [0.02, 0.02, 0.03], [0.02, -0.01, 0.04], [0.04, 0.00, 0.08], [0.02, 0.04, -0.03], [0.00, -0.03, 0.01], [0.00, 0.01, -0.03], [0.03, -0.09, 0.05]]
}